No. 1
47
Properties=species:S:1:pos:R:3:lowdin_charge:R:1 method="wB97M-V/def2-TZVPD" fmax_ev_per_a=0.40 de_lowest_kj_mol=62.8 orbital_gap_ev=7.17
Au 1.21872 -0.60421 -0.38586 0.6730
C -3.56260 -1.39739 1.06959 -0.0383
C -3.18221 -0.02936 0.59327 -0.2672
N -4.10569 0.78215 0.19182 0.1111
C -3.74359 2.02464 -0.25672 -0.1083
C -2.45921 2.44602 -0.35600 -0.1700
C -2.20425 3.83676 -0.86195 -0.2173
O -1.58346 3.77959 -2.15105 -0.0554
C -1.39086 1.57418 0.05910 -0.0814
C -0.06537 2.01883 -0.15611 -0.0841
N 1.09730 1.44700 0.10173 -0.0730
C 2.21162 2.32208 0.06883 -0.3175
C 2.04676 3.64553 0.50644 -0.0338
C 3.08807 4.55274 0.53594 -0.0802
C 4.36051 4.15867 0.15526 -0.0939
C 4.56211 2.84741 -0.23504 -0.1818
C 3.51170 1.93620 -0.27313 -0.6377
I 4.05194 0.00928 -0.86368 0.9528
C -1.75295 0.30951 0.62185 -0.3238
O -0.94663 -0.52400 1.10270 -0.1237
H -4.64616 -1.48669 1.08226 0.0740
H -3.15625 -1.58593 2.06468 0.0734
H -3.14112 -2.16166 0.41092 0.0767
H -4.56127 2.67450 -0.54370 0.1043
H -1.55864 4.38703 -0.16599 0.1159
H -3.15723 4.36719 -0.91621 0.1151
H -1.69278 4.63314 -2.58102 0.0866
H -0.00412 3.00096 -0.61864 0.1036
H 1.07753 3.95642 0.87163 0.1096
H 2.90376 5.56192 0.88060 0.1055
H 5.19147 4.85022 0.18348 0.1034
H 5.55301 2.51738 -0.51527 0.0794
C 0.13594 -5.83364 0.96748 -0.0211
N 0.28355 -4.73552 0.04241 -0.0967
C 0.63808 -4.90161 -1.35180 -0.0332
C 0.93439 -3.46571 -1.78197 -0.4745
O 1.24289 -3.11949 -2.88959 0.0794
N 0.80844 -2.65917 -0.65835 0.0131
C 0.43359 -3.43840 0.36894 -0.4008
N 0.21041 -2.96594 1.59055 0.2156
H -0.35701 -6.65951 0.45783 0.0956
H -0.50023 -5.55013 1.80444 0.0830
H 1.09905 -6.17849 1.35199 0.0988
H -0.18445 -5.31447 -1.93660 0.1393
H 1.52556 -5.52333 -1.48715 0.1401
H 0.03105 -1.96413 1.63710 0.0595
H -0.26142 -3.54060 2.26497 0.1049

=====

No. 2
52
Properties=species:S:1:pos:R:3:lowdin_charge:R:1 method="wB97M-V/def2-TZVPD" fmax_ev_per_a=2.46 smiles=CCNCC(C)C.O.O.O.O.O.O.O.O.O.O de_lowest_kj_mol=331.5 orbital_gap_ev=9.97
C 0.87986 -2.20007 1.09249 -0.0882
C 0.61789 -2.08401 -0.40835 -0.2496
N 1.11788 -0.86682 -1.08603 -0.0517
C 0.15678 0.26463 -0.94346 -0.2206
C 0.68716 1.62502 -1.32310 -0.4476
C 1.59033 2.23974 -0.29963 -0.0816
C -0.42625 2.65108 -1.68011 -0.0697
H -0.12470 -2.34828 1.58351 0.0961
H 1.26446 -1.27737 1.46516 0.0073
H 1.40507 -3.06862 1.45856 0.0796
H 0.76403 -2.98035 -1.01805 0.1225
H -0.49028 -2.02565 -0.35678 0.0872
H 1.07696 -1.20771 -2.04118 0.0861
H -0.71736 0.16407 -1.59557 0.0891
H -0.22291 0.20022 0.11174 0.1368
H 1.25849 1.34018 -2.25819 0.1443
H 2.33260 2.90452 -0.79002 0.0988
H 0.97910 2.72063 0.49412 0.0967
H 2.17628 1.43641 0.14457 0.0475
H 0.14444 3.55937 -2.02916 0.0905
H -0.97213 2.97936 -0.76355 0.0818
H -1.07913 2.61974 -2.55980 0.0729
O -3.57576 1.06626 -2.55702 -0.0861
H -3.19216 1.20906 -1.66062 -0.0158
H -2.77587 0.75162 -3.00210 0.0034
O 4.27325 0.27792 -1.03229 -0.0675
H 4.28191 0.70992 -1.89513 0.0500
H 3.36534 -0.07540 -0.99285 -0.0033
O -1.81302 -0.21991 3.39345 -0.0509
H -0.86743 -0.01495 3.30070 0.0078
H -1.83824 -0.99212 3.97070 0.0722
O -3.07107 -2.35954 -0.84845 -0.0572
H -3.85100 -2.79321 -0.47592 0.0538
H -3.50400 -1.63343 -1.32431 0.0477
O 3.49741 -0.89157 1.35462 -0.0552
H 2.86910 -0.86432 0.62285 -0.0063
H 4.33477 -0.73490 0.89617 0.0569
O -3.60102 -0.60703 1.50286 -0.0891
H -2.84590 -0.35566 2.07203 -0.0294
H -3.37822 -1.30189 0.86913 -0.0154
O -0.57609 -0.82412 -3.81208 -0.0472
H 0.01711 -0.88358 -4.58618 0.0651
H -0.33582 0.02645 -3.42328 0.0046
O -3.42260 2.07681 -0.15374 -0.0474
H -4.17161 2.54875 0.22140 0.0731
H -2.81497 1.69196 0.47796 0.0357
O 2.46231 -1.66790 3.78155 -0.0910
H 2.88179 -1.57502 2.91041 -0.0178
H 1.75177 -1.02587 3.91426 -0.0132
O 0.90599 0.38108 3.19132 -0.0489
H 1.50352 0.80442 3.81395 0.0906
H 1.07196 0.63006 2.27346 0.0525

=====

No. 3
12
Properties=species:S:1:pos:R:3:lowdin_charge:R:1 method="wB97M-V/def2-TZVPD" fmax_ev_per_a=1.12 smiles=C#C[C@@H](C#N)CO de_lowest_kj_mol=237.9 orbital_gap_ev=11.42
C 0.93112 2.22077 -0.21188 0.1445
C 0.70946 1.04057 -0.13816 -0.1023
C 0.39230 -0.38628 -0.28821 -0.2965
C 1.40397 -1.27711 0.30218 -0.1824
N 2.14875 -2.03000 0.76516 0.1639
C -1.01390 -0.76151 0.24986 -0.2362
O -2.00621 0.04852 -0.31158 -0.0426
H 1.15280 3.26197 -0.29707 0.0375
H 0.38870 -0.55237 -1.37130 0.1595
H -1.01095 -0.72604 1.34824 0.1327
H -1.23025 -1.78952 -0.05374 0.1319
H -1.86578 0.95101 0.00650 0.0898

=====

No. 4
24
Properties=species:S:1:pos:R:3:lowdin_charge:R:1 method="wB97M-V/def2-TZVPD" fmax_ev_per_a=2.35 smiles=O.O.O.O.O.O.O.O de_lowest_kj_mol=363.1 orbital_gap_ev=9.58
O 0.10216 0.07512 0.58228 -0.0404
H -0.36204 0.87645 0.31509 0.0295
H -0.47543 -0.63899 0.29003 0.0456
O 2.47924 0.84338 0.12730 -0.1088
H 1.97216 0.04391 -0.05351 0.0250
H 2.53299 1.28535 -0.72754 0.0111
O 3.23024 -1.12699 2.24151 -0.0550
H 3.06185 -0.70839 3.09322 0.0370
H 3.76167 -1.90046 2.46134 0.0325
O -2.25325 -0.69240 -1.67286 -0.0528
H -1.60818 -0.54412 -2.37350 0.0491
H -3.06278 -0.92015 -2.14379 0.0501
O 1.03504 2.48172 -0.68971 -0.0611
H 0.46791 1.74805 -0.95257 0.0293
H 0.77422 2.66557 0.21977 0.0636
O -3.91905 -0.30176 1.18877 -0.0556
H -3.34519 -0.57747 0.46513 -0.0093
H -4.41537 0.44003 0.82491 0.0388
O -4.03343 -3.91064 -0.99740 -0.0585
H -3.52493 -3.37653 -0.37681 0.0245
H -3.37671 -4.22556 -1.62870 0.0339
O 3.96548 3.06311 -0.07280 -0.0597
H 3.67791 2.44198 -0.75138 0.0063
H 3.31550 2.95880 0.63122 0.0247

=====

No. 5
53
Properties=species:S:1:pos:R:3:lowdin_charge:R:1 method="wB97M-V/def2-TZVPD" fmax_ev_per_a=0.52 de_lowest_kj_mol=0.0 multiplicity=2 orbital_gap_ev="6.56 / 7.16"
Cu -0.79544 1.01854 -0.61550 0.3129
C -5.64080 -1.00826 -1.46018 -0.4397
S -5.42651 0.14353 -0.09383 0.8425
C -3.69904 0.49664 -0.12793 -1.0782
S -2.77954 0.31564 -1.56361 0.6970
N -3.30789 0.97523 1.02687 -0.0845
N -1.99871 1.34247 0.99275 -0.0934
C -1.51423 2.02278 1.95691 -0.0585
C -0.10190 2.42691 1.83692 -0.2595
C 0.58219 3.03061 2.88020 -0.0102
C 1.91005 3.38255 2.68264 -0.0480
C 2.50740 3.11047 1.46450 -0.0386
C 1.75313 2.49280 0.47395 -0.1028
N 0.47961 2.17088 0.65152 0.0705
H -6.71553 -1.15236 -1.55912 0.0297
H -5.25022 -0.59891 -2.38781 0.0064
H -5.16667 -1.96200 -1.24179 0.0357
H -2.10793 2.32198 2.81499 0.1331
H 0.08740 3.21135 3.82421 0.1177
H 2.46799 3.86068 3.47669 0.1126
H 3.53698 3.37220 1.26712 0.1093
H 2.17460 2.23319 -0.48920 0.1046
C -0.65674 -2.14055 0.68006 -0.1499
C -0.04892 -3.39358 1.36650 -0.1491
N 1.30695 -3.10852 1.84072 -0.1636
C 1.25749 -1.97946 2.76447 -0.1531
C 0.69195 -0.72705 2.04467 -0.1586
N 0.33221 -1.05595 0.65969 -0.1667
C 1.54104 -1.51263 -0.03670 -0.1475
C 2.14267 -2.73906 0.69808 -0.1501
H -1.54307 -1.77811 1.20608 0.1141
H -0.95392 -2.34798 -0.34963 0.1092
H 0.00654 -4.23531 0.67376 0.1148
H -0.65219 -3.70959 2.21966 0.1143
H 2.26799 -1.79800 3.13685 0.1140
H 0.63740 -2.25948 3.61840 0.1152
H 1.42677 0.08003 2.02864 0.1044
H -0.20418 -0.35925 2.54946 0.1082
H 2.24191 -0.67555 -0.08595 0.1161
H 1.27105 -1.75853 -1.06228 0.0974
H 3.15099 -2.53432 1.06365 0.1141
H 2.20496 -3.60090 0.03092 0.1150
F 2.44489 0.57000 -5.80428 0.0385
C 1.73780 0.67667 -4.65338 -0.2958
C 1.02388 -0.41583 -4.20478 -0.0199
C 0.30568 -0.29158 -3.02201 -0.1584
C 0.29208 0.88462 -2.26769 -0.2432
C 1.00684 1.96189 -2.79385 -0.1439
C 1.73921 1.87672 -3.97514 -0.0251
H 1.02441 -1.32948 -4.78475 0.1142
H -0.27266 -1.14899 -2.69032 0.0783
H 0.98789 2.92539 -2.29155 0.0863
H 2.29414 2.71748 -4.36961 0.1121

=====

No. 6
162
Properties=species:S:1:pos:R:3:lowdin_charge:R:1 method="wB97M-V/def2-TZVPD" fmax_ev_per_a=2.19 de_lowest_kj_mol=0.0 multiplicity=2 charge=-1 orbital_gap_ev="7.09 / 7.03"
Cr -0.08491 -0.82697 1.30925 0.0282
O -3.05065 -2.65683 2.50340 -0.2909
S -1.62897 -2.49107 2.42229 0.2370
O -0.86787 -3.53376 3.09742 -0.3823
O -1.16593 -1.15021 2.96098 -0.5074
O -1.13818 -2.40993 0.98589 -0.4928
C -7.02575 -2.04964 -2.79007 -0.0482
C -6.34657 -0.75281 -2.43743 -0.2633
C -6.26265 -0.33677 -1.11708 0.0016
C -5.64304 0.85874 -0.76850 -0.2041
C -5.56126 1.27238 0.67630 -0.0259
C -5.09224 1.65328 -1.77721 -0.1925
C -5.15233 1.24213 -3.11519 -0.2794
C -4.53513 2.08653 -4.19641 -0.0383
C -5.78203 0.04522 -3.42456 -0.0343
C -4.53162 2.99863 -1.46004 -0.2245
C -5.39802 4.08772 -1.52932 -0.0346
C -4.93005 5.37264 -1.33267 -0.0674
C -3.59026 5.57362 -1.04717 -0.0380
C -2.71140 4.50063 -0.92504 -0.2138
C -3.18576 3.19135 -1.14630 -0.1752
Ge -1.99141 1.57867 -1.05748 0.1307
S -1.86881 0.64553 0.91490 0.3656
S -0.05372 1.99940 -2.20900 0.3348
Ge -0.21988 -0.25399 -2.44705 0.1535
S 0.95962 -0.92220 -0.71846 0.3263
S -2.49303 -0.15856 -2.42270 0.4019
C 0.40811 -1.11753 -4.15104 -0.1755
C 1.38788 -0.50423 -4.93699 -0.2230
C 1.80270 -1.11683 -6.11801 -0.0397
C 1.27640 -2.33690 -6.50308 -0.0696
C 0.31930 -2.95676 -5.71506 -0.0318
C -0.12631 -2.35883 -4.54130 -0.2096
C -1.17874 -3.01042 -3.71325 -0.1742
C -0.83159 -3.71201 -2.55114 -0.2118
C 0.60313 -4.05253 -2.24231 -0.0447
C -1.83734 -4.14556 -1.69912 0.0014
C -3.17837 -3.93175 -1.98969 -0.2469
C -4.23518 -4.33776 -1.00086 -0.0251
C -3.50186 -3.32796 -3.19595 -0.0302
C -2.52397 -2.85355 -4.06091 -0.2646
C -2.91951 -2.11762 -5.31442 -0.0400
C 2.01457 0.78680 -4.53279 -0.1754
C 3.15044 0.78170 -3.71289 -0.2069
C 3.71178 -0.50559 -3.17059 -0.0316
C 3.75426 1.99025 -3.38781 -0.0114
C 3.27401 3.19956 -3.87333 -0.2710
C 3.99966 4.48274 -3.56682 -0.0540
C 2.13786 3.18540 -4.66816 -0.0339
C 1.49500 1.99850 -4.99795 -0.2625
C 0.22123 2.02029 -5.79692 -0.0322
C -1.28646 4.79244 -0.60235 -0.1597
C -0.41802 5.18276 -1.63097 -0.2513
C -0.92417 5.34912 -3.03972 -0.0358
C 0.92243 5.38366 -1.34525 -0.0226
C 1.42391 5.20375 -0.06428 -0.2633
C 2.90364 5.31036 0.18873 -0.0537
C 0.53905 4.88256 0.95499 -0.0049
C -0.81630 4.68370 0.71044 -0.1981
C -1.74333 4.35367 1.84870 -0.0283
H -7.78108 -2.30762 -2.04799 0.0780
H -6.29569 -2.86167 -2.81796 0.0377
H -7.49897 -1.99195 -3.77072 0.0772
H -6.68941 -0.95369 -0.33329 0.1190
H -6.28599 0.72141 1.27455 0.0788
H -5.73547 2.34240 0.79457 0.0784
H -4.56184 1.05614 1.06443 0.0341
H -5.04195 3.05031 -4.28364 0.0824
H -4.58278 1.57444 -5.15699 0.0768
H -3.48747 2.28986 -3.96265 0.0623
H -5.83051 -0.27436 -4.46093 0.1123
H -6.44441 3.90722 -1.74691 0.1227
H -5.60716 6.21470 -1.40917 0.0996
H -3.20726 6.57699 -0.89900 0.1198
H 2.55631 -0.63066 -6.72758 0.1199
H 1.61616 -2.81065 -7.41622 0.0989
H -0.08549 -3.92054 -6.00144 0.1194
H 1.27116 -3.21851 -2.45013 0.0451
H 0.92698 -4.90191 -2.85122 0.0880
H 0.69588 -4.31804 -1.18919 0.0670
H -1.57264 -4.61700 -0.76008 0.1222
H -4.11483 -3.76252 -0.07936 0.0854
H -4.13682 -5.39364 -0.74236 0.0806
H -5.23470 -4.16220 -1.39982 0.0585
H -4.54253 -3.15542 -3.44725 0.0871
H -4.00486 -2.09907 -5.41113 0.0701
H -2.49225 -2.58337 -6.20393 0.0757
H -2.56155 -1.08610 -5.26875 0.0676
H 3.67034 -1.30130 -3.91469 0.0813
H 3.12247 -0.82920 -2.30979 0.0252
H 4.74537 -0.37377 -2.84932 0.0767
H 4.63006 1.98304 -2.74598 0.1159
H 4.22576 4.55550 -2.50182 0.0611
H 3.40975 5.35092 -3.86082 0.0684
H 4.94628 4.51883 -4.11095 0.0789
H 1.73399 4.12128 -5.04114 0.1080
H 0.05066 3.00557 -6.23014 0.0769
H -0.61725 1.78570 -5.13376 0.0639
H 0.23562 1.27374 -6.59139 0.0793
H -1.61061 4.54112 -3.29272 0.0703
H -0.08994 5.32618 -3.74050 0.0646
H -1.45745 6.29621 -3.15338 0.0839
H 1.60506 5.63808 -2.14992 0.1057
H 3.33584 6.13984 -0.37300 0.0750
H 3.39102 4.38681 -0.13691 0.0723
H 3.11528 5.45126 1.24851 0.0692
H 0.90957 4.76941 1.96716 0.1058
H -1.30989 4.66604 2.79991 0.0706
H -1.91176 3.27544 1.88787 0.0354
H -2.71735 4.82802 1.72399 0.0819
C 1.76141 -4.43699 2.37657 -0.2620
As 1.75715 -2.49169 2.08081 1.2293
C 3.10633 -2.64861 0.63122 -0.3441
C 3.25712 -1.86495 3.31666 -0.2866
C 3.59959 -2.23744 4.81019 -0.6347
C 4.28277 -1.00200 5.41320 -0.0859
C 2.42496 -2.62741 5.71513 -0.3640
As 1.07095 -1.21598 6.04349 1.1681
C 1.90983 -0.53359 7.74536 -0.3286
C -0.15417 -2.36595 7.04425 -0.3320
C 4.59147 -3.41083 4.68882 -0.3852
As 5.57319 -4.33341 6.15503 1.1172
C 4.14160 -5.37436 7.01536 -0.3549
C 5.81828 -3.02220 7.60944 -0.3629
H 2.76929 -4.79921 2.57571 0.0156
H 1.39089 -4.87716 1.44989 0.0311
H 1.07375 -4.71261 3.16708 0.0070
H 3.90461 -3.32156 0.94866 0.0283
H 3.52902 -1.67183 0.39392 0.0073
H 2.64456 -3.03308 -0.27625 -0.0147
H 3.13515 -0.78427 3.26488 0.0303
H 4.15346 -2.09961 2.73907 0.0490
H 3.59911 -0.15113 5.37577 0.0523
H 5.18136 -0.74775 4.84449 0.0926
H 4.55941 -1.16208 6.45286 0.0452
H 2.82399 -2.90588 6.69382 0.0381
H 1.89555 -3.48902 5.29912 0.0766
H 2.18419 -1.34993 8.41671 0.0146
H 1.15915 0.08190 8.24414 0.0085
H 2.78369 0.09189 7.56069 -0.0004
H 0.37746 -2.94435 7.80193 0.0211
H -0.65207 -3.03101 6.34600 0.0171
H -0.91456 -1.75180 7.52789 0.0205
H 5.39198 -3.09964 4.00940 0.0535
H 4.07842 -4.23580 4.18222 0.0489
H 3.69840 -6.05142 6.28557 0.0160
H 3.35769 -4.74812 7.43640 0.0012
H 4.57601 -5.97450 7.81537 0.0092
H 6.48598 -2.22242 7.29233 0.0120
H 6.29376 -3.54274 8.44173 0.0104
H 4.87960 -2.59661 7.96210 0.0024
Cl 0.31187 2.91984 5.26691 0.6901
C 1.10394 2.24440 3.89364 -0.6595
C 2.43255 2.52214 3.62771 -0.0808
C 2.97408 1.92709 2.49714 -0.0506
C 2.21214 1.06109 1.74386 -0.1341
N 0.94382 0.73914 2.04280 -0.0691
C 0.39241 1.37231 3.09059 -0.1754
H 3.00543 3.18125 4.26447 0.1126
H 3.99863 2.11791 2.21083 0.1142
H 2.61807 0.58435 0.85985 0.0851
H -0.64924 1.16726 3.28946 0.0808

=====

Copy entry 1 word for word.
47
Properties=species:S:1:pos:R:3:lowdin_charge:R:1 method="wB97M-V/def2-TZVPD" fmax_ev_per_a=0.40 de_lowest_kj_mol=62.8 orbital_gap_ev=7.17
Au 1.21872 -0.60421 -0.38586 0.6730
C -3.56260 -1.39739 1.06959 -0.0383
C -3.18221 -0.02936 0.59327 -0.2672
N -4.10569 0.78215 0.19182 0.1111
C -3.74359 2.02464 -0.25672 -0.1083
C -2.45921 2.44602 -0.35600 -0.1700
C -2.20425 3.83676 -0.86195 -0.2173
O -1.58346 3.77959 -2.15105 -0.0554
C -1.39086 1.57418 0.05910 -0.0814
C -0.06537 2.01883 -0.15611 -0.0841
N 1.09730 1.44700 0.10173 -0.0730
C 2.21162 2.32208 0.06883 -0.3175
C 2.04676 3.64553 0.50644 -0.0338
C 3.08807 4.55274 0.53594 -0.0802
C 4.36051 4.15867 0.15526 -0.0939
C 4.56211 2.84741 -0.23504 -0.1818
C 3.51170 1.93620 -0.27313 -0.6377
I 4.05194 0.00928 -0.86368 0.9528
C -1.75295 0.30951 0.62185 -0.3238
O -0.94663 -0.52400 1.10270 -0.1237
H -4.64616 -1.48669 1.08226 0.0740
H -3.15625 -1.58593 2.06468 0.0734
H -3.14112 -2.16166 0.41092 0.0767
H -4.56127 2.67450 -0.54370 0.1043
H -1.55864 4.38703 -0.16599 0.1159
H -3.15723 4.36719 -0.91621 0.1151
H -1.69278 4.63314 -2.58102 0.0866
H -0.00412 3.00096 -0.61864 0.1036
H 1.07753 3.95642 0.87163 0.1096
H 2.90376 5.56192 0.88060 0.1055
H 5.19147 4.85022 0.18348 0.1034
H 5.55301 2.51738 -0.51527 0.0794
C 0.13594 -5.83364 0.96748 -0.0211
N 0.28355 -4.73552 0.04241 -0.0967
C 0.63808 -4.90161 -1.35180 -0.0332
C 0.93439 -3.46571 -1.78197 -0.4745
O 1.24289 -3.11949 -2.88959 0.0794
N 0.80844 -2.65917 -0.65835 0.0131
C 0.43359 -3.43840 0.36894 -0.4008
N 0.21041 -2.96594 1.59055 0.2156
H -0.35701 -6.65951 0.45783 0.0956
H -0.50023 -5.55013 1.80444 0.0830
H 1.09905 -6.17849 1.35199 0.0988
H -0.18445 -5.31447 -1.93660 0.1393
H 1.52556 -5.52333 -1.48715 0.1401
H 0.03105 -1.96413 1.63710 0.0595
H -0.26142 -3.54060 2.26497 0.1049